Model P:
13 unconnected molecules or ions with the total composition C26H78O13. Source: the OMol25 dataset; level of theory: ωB97M-V/def2-TZVPD.

Summary:
- net charge = 0
- spin multiplicity = 1

Atoms and positions in Å:
C  -0.828  -0.582  -0.013
C  -1.017  -0.160  1.467
O  0.315  0.002  2.062
H  -0.317  0.290  -0.532
H  -1.780  -0.809  -0.508
H  -0.123  -1.425  -0.044
H  -1.570  -0.975  1.997
H  -1.418  0.850  1.633
H  0.653  -0.871  2.134
C  -3.385  3.838  -1.562
C  -2.481  2.701  -1.924
O  -1.198  3.260  -2.283
H  -3.636  4.453  -2.446
H  -2.921  4.453  -0.735
H  -4.358  3.385  -1.272
H  -2.801  2.084  -2.707
H  -2.369  2.125  -1.031
H  -0.649  2.533  -2.672
C  -1.386  0.210  5.208
C  -2.497  -0.752  4.802
O  -3.369  -1.026  5.943
H  -1.708  1.256  5.076
H  -0.494  0.045  4.551
H  -1.060  0.030  6.245
H  -2.038  -1.672  4.474
H  -3.108  -0.452  3.999
H  -3.682  -0.197  6.181
C  -3.252  -6.186  0.284
C  -3.126  -5.269  -0.971
O  -2.681  -5.910  -2.163
H  -2.235  -6.559  0.537
H  -3.868  -7.048  0.085
H  -3.561  -5.605  1.144
H  -2.368  -4.464  -0.781
H  -4.042  -4.730  -1.172
H  -3.404  -6.413  -2.567
C  2.953  -1.029  -1.549
C  4.224  -1.725  -1.153
O  5.137  -0.681  -0.800
H  2.228  -1.788  -1.756
H  3.179  -0.375  -2.433
H  2.459  -0.444  -0.767
H  4.558  -2.334  -1.986
H  4.047  -2.457  -0.375
H  6.030  -1.036  -0.682
C  1.094  7.116  0.032
C  0.226  6.238  -0.861
O  0.721  4.926  -0.805
H  0.703  8.169  0.040
H  2.162  7.048  -0.233
H  1.098  6.651  1.075
H  0.298  6.642  -1.861
H  -0.822  6.354  -0.464
H  0.106  4.339  -1.356
C  -0.321  -4.055  -4.622
C  0.396  -3.828  -3.259
O  -0.519  -3.156  -2.398
H  0.069  -4.953  -5.122
H  -0.170  -3.230  -5.272
H  -1.324  -4.339  -4.340
H  1.325  -3.302  -3.273
H  0.616  -4.788  -2.850
H  -0.611  -2.253  -2.788
C  0.980  1.590  -5.009
C  0.706  0.155  -4.676
O  0.273  -0.004  -3.315
H  1.936  1.849  -4.624
H  0.235  2.229  -4.473
H  0.903  1.856  -6.078
H  1.527  -0.456  -4.911
H  -0.093  -0.127  -5.306
H  0.873  0.318  -2.633
C  -4.206  4.208  1.891
C  -2.693  4.279  2.199
O  -2.362  3.780  3.523
H  -4.559  3.128  1.869
H  -4.366  4.608  0.824
H  -4.931  4.764  2.550
H  -2.385  5.318  2.022
H  -2.086  3.794  1.434
H  -1.415  3.550  3.491
C  1.572  -3.015  3.776
C  0.299  -3.614  3.347
O  -0.248  -2.949  2.179
H  2.043  -3.419  4.707
H  1.335  -2.001  3.965
H  2.376  -2.998  3.018
H  -0.467  -3.459  4.057
H  0.455  -4.734  3.279
H  0.317  -3.232  1.426
C  1.375  -6.526  0.488
C  0.260  -5.428  0.484
O  0.875  -4.207  0.105
H  2.101  -6.267  1.249
H  1.781  -6.566  -0.507
H  0.903  -7.469  0.760
H  -0.272  -5.334  1.415
H  -0.472  -5.711  -0.299
H  0.317  -3.752  -0.546
C  4.329  2.979  -2.337
C  3.499  2.483  -1.163
O  2.281  1.980  -1.558
H  4.342  2.113  -3.022
H  5.278  3.250  -1.891
H  3.807  3.799  -2.858
H  3.371  3.427  -0.637
H  4.017  1.749  -0.554
H  1.727  1.984  -0.769
C  2.026  4.107  2.291
C  1.165  2.931  2.005
O  0.241  2.693  3.125
H  1.410  4.958  2.406
H  2.805  4.291  1.533
H  2.470  3.960  3.228
H  1.715  2.076  1.757
H  0.519  3.198  1.133
H  0.012  1.748  3.056

Results of the Löwdin charge analysis, in e, for atoms 1 through 99: number 1, C, carries -0.06; number 2, C, carries -0.24; number 3, O, carries -0.12; number 4, H, carries 0.08; number 5, H, carries 0.08; number 6, H, carries 0.06; number 7, H, carries 0.10; number 8, H, carries 0.11; number 9, H, carries 0.03; number 10, C, carries -0.09; number 11, C, carries -0.29; number 12, O, carries -0.11; number 13, H, carries 0.09; number 14, H, carries 0.07; number 15, H, carries 0.09; number 16, H, carries 0.10; number 17, H, carries 0.09; number 18, H, carries 0.07; number 19, C, carries -0.07; number 20, C, carries -0.28; number 21, O, carries -0.07; number 22, H, carries 0.07; number 23, H, carries 0.06; number 24, H, carries 0.09; number 25, H, carries 0.09; number 26, H, carries 0.09; number 27, H, carries 0.03; number 28, C, carries -0.07; number 29, C, carries -0.31; number 30, O, carries -0.09; number 31, H, carries 0.06; number 32, H, carries 0.06; number 33, H, carries 0.07; number 34, H, carries 0.10; number 35, H, carries 0.10; number 36, H, carries 0.09; number 37, C, carries -0.09; number 38, C, carries -0.30; number 39, O, carries -0.08; number 40, H, carries 0.05; number 41, H, carries 0.10; number 42, H, carries 0.07; number 43, H, carries 0.11; number 44, H, carries 0.10; number 45, H, carries 0.09; number 46, C, carries -0.10; number 47, C, carries -0.35; number 48, O, carries -0.11; number 49, H, carries 0.09; number 50, H, carries 0.07; number 51, H, carries 0.07; number 52, H, carries 0.10; number 53, H, carries 0.12; number 54, H, carries 0.08; number 55, C, carries -0.05; number 56, C, carries -0.29; number 57, O, carries -0.12; number 58, H, carries 0.08; number 59, H, carries 0.05; number 60, H, carries 0.07; number 61, H, carries 0.09; number 62, H, carries 0.10; number 63, H, carries 0.09; number 64, C, carries -0.07; number 65, C, carries -0.29; number 66, O, carries -0.09; number 67, H, carries 0.05; number 68, H, carries 0.08; number 69, H, carries 0.09; number 70, H, carries 0.10; number 71, H, carries 0.10; number 72, H, carries 0.04; number 73, C, carries -0.10; number 74, C, carries -0.32; number 75, O, carries -0.10; number 76, H, carries 0.08; number 77, H, carries 0.06; number 78, H, carries 0.08; number 79, H, carries 0.10; number 80, H, carries 0.08; number 81, H, carries 0.03; number 82, C, carries -0.09; number 83, C, carries -0.30; number 84, O, carries -0.11; number 85, H, carries 0.10; number 86, H, carries 0.05; number 87, H, carries 0.09; number 88, H, carries 0.09; number 89, H, carries 0.12; number 90, H, carries 0.03; number 91, C, carries -0.04; number 92, C, carries -0.29; number 93, O, carries -0.10; number 94, H, carries 0.07; number 95, H, carries 0.07; number 96, H, carries 0.07; number 97, H, carries 0.08; number 98, H, carries 0.10; number 99, H, carries 0.06

=====

Model Q:
13 unconnected molecules or ions with the total composition C26H78O13. Source: the OMol25 dataset; level of theory: ωB97M-V/def2-TZVPD.

Summary:
- net charge = 0
- spin multiplicity = 1

Atoms and positions in Å:
C  3.274  1.874  -3.690
C  1.772  1.413  -3.844
O  1.337  1.339  -5.173
H  3.428  2.919  -3.960
H  4.060  1.349  -4.232
H  3.554  1.936  -2.638
H  1.036  2.041  -3.342
H  1.565  0.450  -3.377
H  0.391  1.173  -5.177
C  -0.079  -2.514  -3.960
C  -0.464  -3.781  -4.671
O  -1.410  -4.592  -3.965
H  -0.935  -1.845  -3.863
H  0.566  -1.891  -4.580
H  0.394  -2.680  -2.993
H  0.437  -4.353  -4.891
H  -0.884  -3.458  -5.624
H  -1.609  -5.323  -4.555
C  -2.943  0.612  5.492
C  -1.782  0.298  4.522
O  -2.329  -0.297  3.398
H  -2.441  1.047  6.357
H  -3.440  -0.271  5.895
H  -3.780  1.212  5.138
H  -0.992  -0.276  5.005
H  -1.347  1.251  4.223
H  -2.932  0.319  2.976
C  -0.909  -0.090  0.483
C  -0.163  -0.114  -0.857
O  1.149  0.313  -0.500
H  -1.926  -0.385  0.225
H  -0.908  0.870  0.999
H  -0.558  -0.881  1.146
H  -0.598  0.634  -1.520
H  0.039  -1.097  -1.281
H  1.657  -0.436  -0.181
C  -2.757  -3.426  5.105
C  -1.375  -3.379  4.510
O  -1.383  -2.901  3.216
H  -3.205  -2.433  5.140
H  -2.833  -3.848  6.107
H  -3.386  -4.049  4.470
H  -0.950  -4.382  4.541
H  -0.695  -2.775  5.111
H  -1.777  -2.026  3.257
C  -1.312  2.714  -6.432
C  -2.152  1.893  -5.453
O  -1.400  0.795  -4.949
H  -1.951  3.426  -6.954
H  -0.825  2.066  -7.162
H  -0.483  3.180  -5.899
H  -3.044  1.490  -5.933
H  -2.421  2.477  -4.572
H  -1.869  0.425  -4.198
C  -0.648  -4.380  0.003
C  0.562  -4.547  0.952
O  0.782  -3.384  1.670
H  -0.713  -5.199  -0.713
H  -0.481  -3.455  -0.551
H  -1.586  -4.189  0.523
H  1.481  -4.768  0.409
H  0.513  -5.403  1.625
H  0.020  -3.168  2.212
C  0.688  4.830  -0.260
C  0.789  3.370  0.040
O  1.954  2.874  -0.508
H  -0.115  5.292  0.314
H  0.602  5.070  -1.319
H  1.544  5.431  0.048
H  -0.144  2.962  -0.346
H  0.847  3.241  1.121
H  1.819  1.931  -0.630
C  -3.288  3.785  1.666
C  -3.663  3.006  2.885
O  -4.135  1.787  2.509
H  -2.905  4.771  1.929
H  -4.107  3.905  0.956
H  -2.472  3.295  1.135
H  -4.481  3.528  3.380
H  -2.860  2.915  3.616
H  -4.966  1.854  2.033
C  -4.436  0.508  -1.002
C  -4.163  0.583  -2.512
O  -2.929  -0.075  -2.791
H  -3.604  0.931  -0.439
H  -4.541  -0.530  -0.686
H  -5.280  1.117  -0.678
H  -4.138  1.616  -2.861
H  -4.974  0.107  -3.064
H  -3.070  -0.991  -2.541
C  4.716  -1.860  -0.930
C  3.417  -2.575  -0.584
O  2.770  -1.813  0.398
H  5.188  -2.268  -1.823
H  5.393  -1.964  -0.082
H  4.695  -0.802  -1.189
H  3.697  -3.493  -0.068
H  2.695  -2.769  -1.377
H  2.178  -2.377  0.901
C  2.166  1.046  3.216
C  1.673  -0.325  3.758
O  2.020  -0.538  5.075
H  3.256  1.014  3.246
H  1.920  1.887  3.864
H  1.908  1.225  2.172
H  1.941  -1.128  3.071
H  0.591  -0.408  3.658
H  2.303  -1.452  5.147
C  4.767  1.678  0.522
C  6.129  1.158  0.938
O  7.227  1.778  0.327
H  4.717  1.765  -0.564
H  4.471  2.596  1.030
H  4.024  0.953  0.854
H  6.151  0.096  0.695
H  6.346  1.304  1.996
H  7.327  2.641  0.735

Results of the Löwdin charge analysis, in e, for atoms 1 through 99: number 1, C, carries -0.05; number 2, C, carries -0.30; number 3, O, carries -0.10; number 4, H, carries 0.07; number 5, H, carries 0.07; number 6, H, carries 0.04; number 7, H, carries 0.10; number 8, H, carries 0.09; number 9, H, carries 0.01; number 10, C, carries -0.08; number 11, C, carries -0.32; number 12, O, carries -0.08; number 13, H, carries 0.06; number 14, H, carries 0.09; number 15, H, carries 0.06; number 16, H, carries 0.11; number 17, H, carries 0.11; number 18, H, carries 0.08; number 19, C, carries -0.07; number 20, C, carries -0.30; number 21, O, carries -0.10; number 22, H, carries 0.08; number 23, H, carries 0.06; number 24, H, carries 0.07; number 25, H, carries 0.11; number 26, H, carries 0.11; number 27, H, carries 0.06; number 28, C, carries -0.06; number 29, C, carries -0.25; number 30, O, carries -0.13; number 31, H, carries 0.05; number 32, H, carries 0.07; number 33, H, carries 0.06; number 34, H, carries 0.10; number 35, H, carries 0.10; number 36, H, carries 0.04; number 37, C, carries -0.07; number 38, C, carries -0.33; number 39, O, carries -0.08; number 40, H, carries 0.05; number 41, H, carries 0.08; number 42, H, carries 0.08; number 43, H, carries 0.12; number 44, H, carries 0.11; number 45, H, carries 0.05; number 46, C, carries -0.07; number 47, C, carries -0.29; number 48, O, carries -0.11; number 49, H, carries 0.08; number 50, H, carries 0.08; number 51, H, carries 0.07; number 52, H, carries 0.11; number 53, H, carries 0.11; number 54, H, carries 0.03; number 55, C, carries -0.05; number 56, C, carries -0.31; number 57, O, carries -0.11; number 58, H, carries 0.07; number 59, H, carries 0.05; number 60, H, carries 0.07; number 61, H, carries 0.10; number 62, H, carries 0.11; number 63, H, carries 0.03; number 64, C, carries -0.10; number 65, C, carries -0.37; number 66, O, carries -0.08; number 67, H, carries 0.06; number 68, H, carries 0.08; number 69, H, carries 0.07; number 70, H, carries 0.10; number 71, H, carries 0.10; number 72, H, carries 0.03; number 73, C, carries -0.07; number 74, C, carries -0.35; number 75, O, carries -0.08; number 76, H, carries 0.08; number 77, H, carries 0.08; number 78, H, carries 0.07; number 79, H, carries 0.12; number 80, H, carries 0.11; number 81, H, carries 0.11; number 82, C, carries -0.08; number 83, C, carries -0.27; number 84, O, carries -0.10; number 85, H, carries 0.05; number 86, H, carries 0.08; number 87, H, carries 0.07; number 88, H, carries 0.11; number 89, H, carries 0.11; number 90, H, carries 0.10; number 91, C, carries -0.07; number 92, C, carries -0.29; number 93, O, carries -0.11; number 94, H, carries 0.08; number 95, H, carries 0.07; number 96, H, carries 0.07; number 97, H, carries 0.11; number 98, H, carries 0.11; number 99, H, carries 0.04

=====

Model R:
13 unconnected molecules or ions with the total composition C26H78O13. Source: the OMol25 dataset; level of theory: ωB97M-V/def2-TZVPD.

Summary:
- net charge = 0
- spin multiplicity = 1

Atoms and positions in Å:
C  -2.696  3.118  -1.884
C  -2.803  4.513  -1.310
O  -1.843  4.691  -0.253
H  -3.009  2.471  -1.049
H  -1.689  2.794  -2.165
H  -3.429  2.906  -2.682
H  -3.793  4.874  -1.031
H  -2.484  5.123  -2.146
H  -2.061  5.430  0.346
C  -2.685  2.926  3.146
C  -2.763  3.353  4.615
O  -2.046  2.358  5.388
H  -3.219  1.985  3.024
H  -1.640  2.811  2.891
H  -3.193  3.630  2.468
H  -3.830  3.302  4.857
H  -2.432  4.383  4.732
H  -2.152  2.572  6.321
C  3.797  -1.633  0.568
C  2.904  -1.032  1.593
O  2.474  0.262  1.203
H  4.638  -0.993  0.299
H  3.287  -1.864  -0.382
H  4.220  -2.584  0.953
H  3.436  -0.922  2.535
H  2.036  -1.664  1.747
H  2.091  0.675  2.015
C  -0.373  -1.894  3.376
C  -0.982  -1.057  4.462
O  -0.559  0.292  4.350
H  0.693  -1.984  3.516
H  -0.557  -1.480  2.382
H  -0.836  -2.874  3.356
H  -0.648  -1.367  5.449
H  -2.062  -1.149  4.440
H  -1.238  0.921  4.616
C  2.717  3.534  3.390
C  1.441  2.738  3.416
O  1.797  1.368  3.483
H  3.221  3.521  4.363
H  2.710  4.582  3.117
H  3.365  3.090  2.620
H  0.805  2.796  2.529
H  0.842  3.010  4.304
H  1.074  0.855  3.913
C  0.059  -5.671  1.892
C  0.719  -5.049  0.676
O  0.271  -3.742  0.579
H  0.359  -6.689  2.117
H  -1.023  -5.718  1.676
H  0.210  -5.065  2.779
H  0.537  -5.614  -0.244
H  1.811  -5.043  0.881
H  0.556  -3.389  -0.292
C  1.647  -4.405  -3.899
C  2.119  -3.794  -2.597
O  1.052  -3.093  -2.007
H  1.321  -3.668  -4.644
H  0.771  -5.013  -3.660
H  2.319  -5.114  -4.358
H  2.997  -3.144  -2.827
H  2.473  -4.512  -1.840
H  0.818  -2.277  -2.474
C  -3.621  -3.203  0.853
C  -3.993  -2.093  1.798
O  -5.334  -2.301  2.159
H  -3.798  -4.196  1.239
H  -2.577  -3.141  0.536
H  -4.236  -3.017  -0.053
H  -3.851  -1.082  1.423
H  -3.360  -2.236  2.693
H  -5.572  -1.662  2.832
C  -0.049  -0.540  -5.338
C  0.794  0.203  -4.294
O  1.158  -0.672  -3.253
H  0.531  -1.293  -5.849
H  -0.466  0.166  -6.086
H  -0.874  -1.048  -4.824
H  0.179  1.049  -3.982
H  1.715  0.593  -4.798
H  1.232  -0.159  -2.434
C  -4.120  -0.636  -2.114
C  -4.151  -1.353  -3.409
O  -5.325  -1.101  -4.086
H  -4.016  0.449  -2.133
H  -3.330  -1.010  -1.463
H  -5.075  -0.897  -1.617
H  -4.057  -2.433  -3.233
H  -3.322  -1.025  -4.056
H  -5.428  -1.716  -4.822
C  4.075  0.592  -2.743
C  5.402  1.202  -2.308
O  6.527  0.792  -3.026
H  3.893  0.808  -3.803
H  3.334  1.007  -2.083
H  4.128  -0.476  -2.624
H  5.474  0.911  -1.252
H  5.261  2.296  -2.298
H  6.477  1.106  -3.930
C  -0.945  0.926  0.606
C  -0.411  -0.025  -0.440
O  0.808  0.382  -0.986
H  -1.968  0.714  0.891
H  -0.914  1.920  0.187
H  -0.376  0.896  1.542
H  -0.982  -0.200  -1.361
H  -0.411  -1.010  0.089
H  1.422  0.453  -0.261
C  3.083  3.879  -0.756
C  1.606  3.526  -0.710
O  0.933  4.755  -0.971
H  3.202  4.725  -0.082
H  3.416  4.156  -1.757
H  3.687  3.069  -0.364
H  1.265  3.137  0.267
H  1.394  2.726  -1.460
H  0.025  4.696  -0.692

Results of the Löwdin charge analysis, in e, for atoms 1 through 99: number 1, C, carries -0.09; number 2, C, carries -0.29; number 3, O, carries -0.11; number 4, H, carries 0.06; number 5, H, carries 0.08; number 6, H, carries 0.09; number 7, H, carries 0.12; number 8, H, carries 0.10; number 9, H, carries 0.11; number 10, C, carries -0.08; number 11, C, carries -0.27; number 12, O, carries -0.09; number 13, H, carries 0.08; number 14, H, carries 0.05; number 15, H, carries 0.08; number 16, H, carries 0.11; number 17, H, carries 0.11; number 18, H, carries 0.10; number 19, C, carries -0.07; number 20, C, carries -0.31; number 21, O, carries -0.11; number 22, H, carries 0.07; number 23, H, carries 0.07; number 24, H, carries 0.09; number 25, H, carries 0.12; number 26, H, carries 0.09; number 27, H, carries 0.04; number 28, C, carries -0.07; number 29, C, carries -0.28; number 30, O, carries -0.10; number 31, H, carries 0.07; number 32, H, carries 0.07; number 33, H, carries 0.07; number 34, H, carries 0.11; number 35, H, carries 0.10; number 36, H, carries 0.04; number 37, C, carries -0.07; number 38, C, carries -0.30; number 39, O, carries -0.12; number 40, H, carries 0.08; number 41, H, carries 0.07; number 42, H, carries 0.08; number 43, H, carries 0.09; number 44, H, carries 0.12; number 45, H, carries 0.07; number 46, C, carries -0.08; number 47, C, carries -0.36; number 48, O, carries -0.11; number 49, H, carries 0.07; number 50, H, carries 0.08; number 51, H, carries 0.06; number 52, H, carries 0.11; number 53, H, carries 0.11; number 54, H, carries 0.05; number 55, C, carries -0.08; number 56, C, carries -0.31; number 57, O, carries -0.11; number 58, H, carries 0.07; number 59, H, carries 0.07; number 60, H, carries 0.07; number 61, H, carries 0.11; number 62, H, carries 0.11; number 63, H, carries 0.06; number 64, C, carries -0.08; number 65, C, carries -0.34; number 66, O, carries -0.07; number 67, H, carries 0.08; number 68, H, carries 0.06; number 69, H, carries 0.07; number 70, H, carries 0.10; number 71, H, carries 0.10; number 72, H, carries 0.08; number 73, C, carries -0.08; number 74, C, carries -0.31; number 75, O, carries -0.12; number 76, H, carries 0.06; number 77, H, carries 0.08; number 78, H, carries 0.06; number 79, H, carries 0.11; number 80, H, carries 0.11; number 81, H, carries 0.02; number 82, C, carries -0.08; number 83, C, carries -0.37; number 84, O, carries -0.06; number 85, H, carries 0.06; number 86, H, carries 0.06; number 87, H, carries 0.09; number 88, H, carries 0.12; number 89, H, carries 0.10; number 90, H, carries 0.09; number 91, C, carries -0.08; number 92, C, carries -0.34; number 93, O, carries -0.05; number 94, H, carries 0.08; number 95, H, carries 0.06; number 96, H, carries 0.07; number 97, H, carries 0.11; number 98, H, carries 0.10; number 99, H, carries 0.08

=====

Model S:
13 unconnected molecules or ions with the total composition C26H78O13. Source: the OMol25 dataset; level of theory: ωB97M-V/def2-TZVPD.

Summary:
- net charge = 0
- spin multiplicity = 1

Atoms and positions in Å:
C  9.045  1.875  -9.938
C  8.255  1.433  -11.169
O  8.558  2.237  -12.298
H  9.131  1.231  -9.064
H  8.583  2.805  -9.589
H  10.078  2.129  -10.186
H  7.169  1.358  -11.159
H  8.559  0.383  -11.296
H  9.460  2.154  -12.627
C  2.841  0.539  -12.093
C  4.318  0.182  -11.969
O  4.434  -1.213  -11.631
H  2.350  -0.324  -12.547
H  2.683  1.482  -12.614
H  2.341  0.604  -11.121
H  4.789  0.784  -11.182
H  4.863  0.373  -12.893
H  3.938  -1.301  -10.810
C  7.766  -0.829  -6.704
C  8.153  -2.215  -6.215
O  7.174  -2.722  -5.305
H  6.831  -0.929  -7.252
H  8.520  -0.523  -7.431
H  7.723  -0.117  -5.883
H  9.114  -2.231  -5.692
H  8.293  -2.853  -7.095
H  7.621  -3.329  -4.711
C  11.430  0.627  -6.562
C  12.866  1.030  -6.310
O  12.940  2.453  -6.282
H  10.778  1.023  -5.780
H  11.351  -0.458  -6.470
H  10.973  0.965  -7.492
H  13.603  0.594  -6.989
H  13.112  0.582  -5.341
H  13.813  2.745  -6.001
C  4.875  5.413  -12.854
C  5.689  4.182  -12.543
O  7.017  4.677  -12.218
H  4.708  6.069  -11.992
H  3.831  5.080  -12.945
H  5.271  6.027  -13.654
H  5.851  3.558  -13.429
H  5.310  3.500  -11.778
H  7.591  3.892  -12.152
C  7.772  7.070  -8.776
C  6.474  6.381  -9.203
O  6.650  5.011  -9.507
H  7.568  8.055  -8.348
H  8.505  7.207  -9.567
H  8.135  6.481  -7.930
H  6.185  6.922  -10.116
H  5.659  6.525  -8.495
H  7.060  5.011  -10.394
C  9.873  0.714  -15.673
C  8.488  0.208  -15.330
O  8.148  -1.023  -15.936
H  10.752  0.098  -15.495
H  10.059  1.748  -15.387
H  9.783  0.843  -16.762
H  7.760  0.964  -15.653
H  8.381  0.105  -14.242
H  7.312  -1.274  -15.526
C  9.145  4.454  -6.018
C  10.026  4.050  -4.849
O  11.326  4.610  -5.014
H  9.348  3.920  -6.945
H  9.087  5.528  -6.195
H  8.081  4.284  -5.795
H  10.129  2.971  -4.709
H  9.691  4.474  -3.902
H  11.902  4.057  -5.554
C  8.432  -2.645  -12.711
C  7.051  -2.973  -13.299
O  6.348  -1.777  -13.581
H  8.951  -3.582  -12.488
H  8.250  -2.028  -11.825
H  9.088  -2.024  -13.321
H  6.546  -3.575  -12.539
H  7.191  -3.473  -14.262
H  5.727  -1.614  -12.851
C  11.383  4.471  -11.718
C  11.950  3.175  -12.252
O  11.628  2.979  -13.634
H  10.428  4.627  -12.223
H  12.037  5.321  -11.897
H  11.267  4.340  -10.641
H  11.652  2.237  -11.767
H  13.028  3.128  -12.050
H  12.470  2.809  -14.070
C  8.268  4.663  -16.248
C  9.200  4.521  -15.072
O  10.568  4.757  -15.432
H  8.339  5.623  -16.761
H  7.246  4.718  -15.848
H  8.227  3.814  -16.928
H  9.139  3.517  -14.635
H  8.846  5.139  -14.239
H  10.971  4.182  -14.761
C  4.263  1.114  -7.669
C  4.959  2.457  -7.436
O  6.085  2.505  -8.301
H  5.015  0.328  -7.669
H  3.821  1.112  -8.669
H  3.470  0.930  -6.947
H  5.380  2.491  -6.426
H  4.293  3.306  -7.595
H  6.299  3.398  -8.611
C  10.587  -1.711  -9.121
C  11.797  -2.574  -8.707
O  11.508  -3.230  -7.494
H  10.167  -1.145  -8.289
H  9.749  -2.347  -9.418
H  10.834  -0.997  -9.911
H  12.664  -1.927  -8.526
H  11.981  -3.214  -9.576
H  11.374  -4.162  -7.693

Results of the Löwdin charge analysis, in e, for atoms 1 through 99: number 1, C, carries -0.05; number 2, C, carries -0.26; number 3, O, carries -0.09; number 4, H, carries 0.05; number 5, H, carries 0.06; number 6, H, carries 0.06; number 7, H, carries 0.11; number 8, H, carries 0.10; number 9, H, carries 0.07; number 10, C, carries -0.07; number 11, C, carries -0.30; number 12, O, carries -0.10; number 13, H, carries 0.08; number 14, H, carries 0.07; number 15, H, carries 0.07; number 16, H, carries 0.10; number 17, H, carries 0.11; number 18, H, carries 0.10; number 19, C, carries -0.07; number 20, C, carries -0.32; number 21, O, carries -0.08; number 22, H, carries 0.06; number 23, H, carries 0.04; number 24, H, carries 0.08; number 25, H, carries 0.11; number 26, H, carries 0.10; number 27, H, carries 0.08; number 28, C, carries -0.08; number 29, C, carries -0.29; number 30, O, carries -0.08; number 31, H, carries 0.07; number 32, H, carries 0.07; number 33, H, carries 0.06; number 34, H, carries 0.11; number 35, H, carries 0.11; number 36, H, carries 0.10; number 37, C, carries -0.07; number 38, C, carries -0.27; number 39, O, carries -0.13; number 40, H, carries 0.07; number 41, H, carries 0.08; number 42, H, carries 0.08; number 43, H, carries 0.11; number 44, H, carries 0.11; number 45, H, carries 0.05; number 46, C, carries -0.07; number 47, C, carries -0.30; number 48, O, carries -0.11; number 49, H, carries 0.07; number 50, H, carries 0.08; number 51, H, carries 0.05; number 52, H, carries 0.10; number 53, H, carries 0.12; number 54, H, carries 0.06; number 55, C, carries -0.07; number 56, C, carries -0.34; number 57, O, carries -0.07; number 58, H, carries 0.08; number 59, H, carries 0.04; number 60, H, carries 0.08; number 61, H, carries 0.11; number 62, H, carries 0.09; number 63, H, carries 0.06; number 64, C, carries -0.08; number 65, C, carries -0.30; number 66, O, carries -0.10; number 67, H, carries 0.07; number 68, H, carries 0.06; number 69, H, carries 0.07; number 70, H, carries 0.09; number 71, H, carries 0.11; number 72, H, carries 0.04; number 73, C, carries -0.09; number 74, C, carries -0.29; number 75, O, carries -0.10; number 76, H, carries 0.07; number 77, H, carries 0.06; number 78, H, carries 0.06; number 79, H, carries 0.12; number 80, H, carries 0.11; number 81, H, carries 0.03; number 82, C, carries -0.05; number 83, C, carries -0.30; number 84, O, carries -0.10; number 85, H, carries 0.07; number 86, H, carries 0.08; number 87, H, carries 0.08; number 88, H, carries 0.10; number 89, H, carries 0.12; number 90, H, carries 0.11; number 91, C, carries -0.08; number 92, C, carries -0.34; number 93, O, carries -0.09; number 94, H, carries 0.08; number 95, H, carries 0.07; number 96, H, carries 0.07; number 97, H, carries 0.08; number 98, H, carries 0.10; number 99, H, carries 0.01

=====

Going by the computed energies, the most stable comes first: model R, model Q, model S, model P.